(1)
17
Properties=species:S:1:pos:R:3:forces:R:3:lowdin_charge:R:1 method="wB97M-V/def2-TZVPD" orbital_gap_ev="8.48 / 8.48" lumo_ev="-11.3 / -11.3" e_tot_ev=-10221.975 charge=+2
H -2.455 -0.329 2.114 -0.525 0.210 0.376 0.17
N -1.532 -0.253 1.738 1.959 0.666 -2.241 0.28
H -0.740 -0.639 2.185 0.281 -1.044 1.222 0.13
C -1.250 0.113 0.490 -4.670 0.788 -2.179 -0.30
N -2.252 0.564 -0.317 0.901 -0.092 1.803 0.27
N 1.255 0.832 0.954 -1.216 2.306 -2.404 0.27
C 1.228 -0.805 -2.031 2.150 -2.632 -3.188 -0.02
H 1.553 1.817 0.710 -1.164 -0.817 0.149 0.18
H 1.933 -0.038 -2.536 -1.607 -0.744 0.933 0.15
H 0.800 0.774 1.818 -0.349 0.293 1.813 0.08
H 2.105 0.370 0.952 2.003 -2.032 0.097 0.09
O 0.141 -0.216 -1.384 -2.445 2.240 3.621 -0.07
H 1.919 -1.554 -1.509 -1.578 1.074 0.033 0.14
H 0.627 -1.385 -2.869 1.658 1.071 1.354 0.17
H -3.205 0.679 0.099 1.110 -0.111 -0.554 0.18
N -0.012 -0.306 -0.067 3.273 -0.680 -0.963 0.14
H -2.100 1.072 -1.190 0.220 -0.496 0.128 0.16

=====

(2)
20
Properties=species:S:1:pos:R:3:forces:R:3:lowdin_charge:R:1 method="wB97M-V/def2-TZVPD" orbital_gap_ev=8.42 lumo_ev=-7.2 e_tot_ev=-14131.819 charge=+2
N -1.901 -0.050 0.858 -0.845 -0.290 -0.891 0.00
H 1.843 0.207 -2.024 1.560 -1.037 -0.397 0.13
H -4.648 2.890 3.429 0.988 3.445 1.689 0.11
H 2.970 1.086 -3.063 -0.782 -3.198 1.090 0.21
H -2.019 0.030 -0.176 -0.074 -0.245 1.160 0.17
H -0.223 -0.159 2.108 -0.711 -0.263 0.825 0.16
N -3.763 0.143 2.421 1.114 -2.176 -0.114 0.22
N -4.776 2.022 3.081 -1.742 -1.738 -1.131 0.33
N -0.488 -0.026 1.130 0.605 0.136 0.752 -0.21
C 4.815 -0.623 -2.994 2.002 -0.453 -1.055 0.14
N 2.669 0.086 -2.661 -2.164 5.230 -1.671 0.06
H 3.478 -1.483 -1.696 0.520 1.303 -2.186 0.25
C -2.752 -0.782 1.654 -0.265 -1.553 1.751 -0.11
N 0.314 0.212 0.323 1.115 0.198 -1.713 0.09
H 5.609 -1.344 -2.737 -0.779 0.290 -0.059 0.13
H -3.512 -1.455 1.166 1.140 0.590 0.299 0.16
H 5.111 0.167 -3.736 -0.843 -0.646 0.913 0.15
N 3.653 -0.763 -2.502 0.518 -1.455 3.422 -0.10
H -2.303 -1.311 2.633 -0.490 0.982 -2.619 0.19
N -4.076 1.154 2.785 -0.864 0.879 -0.062 -0.05

=====

(3)
14
Properties=species:S:1:pos:R:3:forces:R:3:lowdin_charge:R:1 method="wB97M-V/def2-TZVPD" orbital_gap_ev="3.88 / 12.85" lumo_ev="0.8 / 0.5" s2=0.7505 e_tot_ev=-5770.375 spin_multiplicity=2
H 0.007 1.914 -1.996 0.137 0.803 0.602 0.07
H -2.053 -0.528 1.652 0.181 0.413 -0.115 0.04
H -1.735 -1.967 1.693 0.083 -0.976 0.046 0.04
H 0.659 -1.117 -1.125 0.635 -0.251 -0.183 0.03
H 1.066 1.277 0.605 0.051 -0.155 0.097 0.09
O -1.315 -1.134 1.495 -0.414 0.530 0.184 -0.13
C 0.975 0.805 -0.367 -0.320 0.122 -0.489 -0.31
H 0.048 -0.983 0.365 0.319 0.614 -0.026 0.05
H 1.684 -1.151 0.273 0.269 0.143 -0.333 0.04
N 0.878 -0.676 -0.201 -1.091 -0.451 0.512 0.00
H -0.896 1.845 -0.392 -0.735 0.006 -0.377 0.06
H 1.904 0.975 -0.909 -0.097 0.075 -0.062 0.08
C -0.289 1.328 -1.119 1.838 -0.764 -0.654 -0.12
H -0.700 0.498 -1.693 -0.858 -0.108 0.796 0.04

=====

(4)
14
Properties=species:S:1:pos:R:3:forces:R:3:lowdin_charge:R:1 method="wB97M-V/def2-TZVPD" orbital_gap_ev=10.45 lumo_ev=-4.0 e_tot_ev=-5766.554 charge=+1
H -0.132 1.729 1.132 -0.170 0.145 0.073 0.08
N 2.258 -0.416 -0.361 -0.085 0.593 0.657 0.32
H 2.985 -0.498 0.382 -0.578 -0.418 -0.799 0.18
H -1.275 1.248 -0.833 -0.966 -1.008 1.428 0.13
H -0.775 -0.974 -1.406 -0.567 0.073 1.296 0.09
C -1.321 -0.888 -0.408 2.655 -0.649 0.788 -0.11
H -0.759 -1.506 0.415 -0.983 0.894 -1.501 0.11
H 1.327 -0.667 -0.004 -0.084 0.498 0.536 0.10
O -0.119 0.827 0.806 -0.775 -0.833 -0.223 -0.15
C -1.382 0.545 0.083 0.138 1.999 -1.099 -0.27
H -2.264 -1.352 -0.529 -1.010 -0.305 -0.127 0.06
H -2.340 0.796 0.684 1.836 -0.427 -0.770 0.15
H 2.373 -1.002 -1.178 0.809 -0.217 -0.254 0.15
H 2.231 0.577 -0.634 -0.219 -0.346 -0.005 0.16

=====

(5)
14
Properties=species:S:1:pos:R:3:forces:R:3:lowdin_charge:R:1 method="wB97M-V/def2-TZVPD" orbital_gap_ev=10.81 lumo_ev=-3.8 e_tot_ev=-5765.987 charge=+1
H 0.777 -0.247 -2.098 0.689 0.636 -0.822 0.09
O -0.390 0.898 0.713 -1.333 1.535 -1.453 -0.16
C 1.416 -0.787 -1.431 -1.430 -0.989 0.765 0.04
H -2.187 2.200 1.108 0.925 -0.198 -0.633 0.10
H 0.860 -1.619 0.322 -0.987 0.171 0.570 0.16
H -0.704 1.216 -0.150 0.862 -0.231 -0.114 0.08
H 0.120 -2.395 -0.883 -0.317 0.109 -0.192 0.16
H -1.685 0.929 2.196 -0.585 0.174 0.135 0.08
H 2.098 -0.233 -0.800 -0.387 0.533 0.047 0.10
C -1.298 1.701 1.530 -0.189 -1.480 2.835 -0.11
H -0.772 2.328 2.264 0.205 0.302 -0.938 0.09
H 1.988 -1.601 -1.861 -0.223 0.012 -0.425 0.10
H -0.539 -0.930 -0.381 0.221 0.324 0.459 0.13
N 0.317 -1.460 -0.529 2.550 -0.898 -0.235 0.14

=====

(6)
14
Properties=species:S:1:pos:R:3:forces:R:3:lowdin_charge:R:1 method="wB97M-V/def2-TZVPD" orbital_gap_ev=11.34 lumo_ev=-3.8 e_tot_ev=-5767.008 charge=+1
H -2.638 -1.340 -0.425 0.295 -0.239 -0.228 0.15
C 1.911 0.072 0.526 -0.237 -0.737 1.253 -0.07
N -2.219 -0.529 0.024 -0.616 -0.161 0.913 0.29
H -1.207 -0.335 -0.302 -0.277 0.205 -0.826 0.08
H 2.656 -0.506 -0.037 -0.265 0.551 -0.485 0.09
O 0.081 0.042 -1.128 -0.371 -0.642 -0.067 -0.11
H 1.214 1.748 -0.757 0.441 -0.421 -0.311 0.12
H 2.473 0.698 1.237 -0.280 -0.048 -0.358 0.09
C 0.866 0.856 -0.232 -0.802 0.782 0.316 -0.27
H -2.893 0.227 -0.121 0.487 0.241 -0.124 0.16
H 0.512 -0.792 -1.358 0.446 0.281 -0.102 0.12
H 0.046 1.289 0.398 1.012 -0.334 0.270 0.12
H -2.208 -0.724 1.028 -0.036 -0.001 -0.010 0.15
H 1.406 -0.706 1.145 0.203 0.524 -0.240 0.09

=====

(7)
15
Properties=species:S:1:pos:R:3:forces:R:3:lowdin_charge:R:1 method="wB97M-V/def2-TZVPD" orbital_gap_ev=10.84 lumo_ev=-3.7 e_tot_ev=-7813.036 charge=+1
H -2.259 2.279 3.117 -0.047 0.355 0.264 0.03
O 1.159 0.405 -0.138 1.184 -0.302 2.253 -0.08
H -1.778 -1.411 -1.023 0.055 1.422 -0.576 0.19
H -0.048 -0.891 -2.634 1.414 -1.400 2.351 0.17
N -1.086 -0.633 -0.908 0.356 -0.541 -2.075 0.16
C 1.630 -0.687 -0.894 -1.668 -0.166 -2.989 -0.19
H -1.253 0.283 -1.427 -0.404 -1.590 1.288 0.20
H 2.384 -0.335 -1.676 -1.574 -0.084 0.520 0.14
H 1.466 0.417 0.804 -0.131 -0.062 -1.258 0.14
H -1.060 -0.518 0.063 0.434 0.963 2.087 0.12
H 2.127 -1.622 -0.617 -0.147 0.512 1.821 0.12
O -1.450 1.815 2.912 0.262 -0.704 -0.556 -0.06
H 0.079 -2.305 -1.376 0.241 0.020 -0.261 0.11
C 0.200 -1.232 -1.501 0.215 1.282 -3.082 -0.08
H -0.707 2.280 3.301 -0.193 0.295 0.211 0.03

=====

(8)
16
Properties=species:S:1:pos:R:3:forces:R:3:lowdin_charge:R:1 method="wB97M-V/def2-TZVPD" orbital_gap_ev="9.76 / 6.01" lumo_ev="0.4 / -3.4" s2=0.7529 e_tot_ev=-9865.457 spin_multiplicity=2
O -0.099 1.897 -1.215 0.041 0.130 -0.088 0.06
O -2.509 2.433 0.293 0.256 0.025 -0.024 -0.06
H -0.463 2.660 -1.704 0.112 -0.002 -0.172 0.05
H -0.559 0.483 0.499 -0.228 0.076 0.038 0.02
H 1.671 0.415 0.675 0.406 -0.625 -0.072 0.11
O -0.213 -0.020 1.241 0.588 -0.890 -0.252 -0.10
H 1.482 -1.170 1.517 0.015 0.076 -0.054 0.11
H 1.949 -1.293 -1.079 -0.314 -0.364 0.683 0.11
C 0.946 -1.224 -0.594 1.077 0.398 -0.011 -0.28
C 1.074 -0.513 0.748 -0.645 2.019 -0.252 -0.25
H 0.468 -0.567 -1.353 -0.564 -0.640 0.659 0.10
H -2.313 2.286 1.221 -0.228 -0.024 0.268 0.04
H -0.651 -2.502 -0.432 0.252 0.006 -0.257 0.07
H -1.630 2.375 -0.102 -0.170 -0.047 -0.007 -0.04
N 0.366 -2.548 -0.353 -0.773 0.245 -0.570 0.00
H 0.482 -2.709 0.638 0.174 -0.382 0.109 0.05

=====

(9)
16
Properties=species:S:1:pos:R:3:forces:R:3:lowdin_charge:R:1 method="wB97M-V/def2-TZVPD" orbital_gap_ev=11.58 lumo_ev=-3.0 e_tot_ev=-9862.627 charge=+1
O 3.184 -0.588 0.332 0.264 -0.100 -0.061 -0.04
H 1.411 -0.411 -0.215 0.311 0.475 0.272 0.11
C -1.362 1.221 0.778 0.268 0.238 0.242 -0.21
H -0.200 -0.616 -0.614 0.145 0.049 -0.155 0.10
H -2.207 -1.387 -1.459 0.254 -0.099 0.087 0.08
H 3.748 -1.319 0.049 -0.145 -0.020 0.011 0.07
N 0.509 0.082 -0.277 -0.687 -0.747 -0.185 0.17
O -1.856 1.239 -0.311 -0.180 -0.114 -0.282 0.09
H 0.640 1.386 1.422 0.154 -0.281 -0.069 0.14
H 0.535 0.800 -0.999 0.130 0.122 0.086 0.17
H -0.066 -0.221 1.734 0.085 0.037 -0.024 0.15
H 3.814 0.068 0.659 -0.147 0.038 0.010 0.07
O -1.359 -1.745 -1.153 -0.327 0.130 -0.067 -0.03
H -1.390 -2.694 -1.319 0.026 0.007 0.004 0.08
H -1.817 1.726 1.647 -0.049 -0.176 -0.004 0.14
C 0.003 0.595 1.014 -0.101 0.441 0.135 -0.10

=====

(10)
18
Properties=species:S:1:pos:R:3:forces:R:3:lowdin_charge:R:1 method="wB97M-V/def2-TZVPD" orbital_gap_ev=8.82 lumo_ev=3.7 e_tot_ev=-13966.278 charge=-1
O -1.899 -1.842 1.648 0.114 -0.170 -0.492 -0.10
H -0.122 0.524 1.910 0.033 -0.447 0.149 0.08
H 1.513 2.250 0.409 -0.172 -0.418 -1.049 0.08
H -2.296 -0.809 -0.367 0.034 0.004 0.257 0.00
O 0.817 -1.585 0.945 0.447 -0.067 -0.360 -0.09
H -0.972 -1.812 1.300 0.152 -0.030 0.217 0.00
C 1.103 -0.459 0.458 -1.374 1.102 0.585 -0.76
H 1.179 0.718 -2.955 -0.445 0.592 0.527 0.04
O 1.864 -0.077 -0.450 0.186 -0.774 -0.120 -0.06
N 0.303 0.614 1.010 0.531 0.625 -0.243 -0.04
H 0.453 1.326 -1.742 0.621 -0.111 -0.882 -0.02
H -1.879 -1.214 2.368 -0.023 0.184 0.153 0.01
O 0.582 1.454 -2.707 0.050 -0.618 0.187 -0.10
H -0.193 2.075 -0.325 -0.020 1.165 -0.067 0.06
C 0.453 1.996 0.539 1.065 -1.128 1.577 -0.12
H 0.289 2.671 1.386 -1.175 0.079 -0.299 0.07
O -2.450 -0.236 -1.128 0.612 0.015 -0.482 -0.08
H -1.575 -0.178 -1.560 -0.634 -0.002 0.344 0.03

=====

(11)
14
Properties=species:S:1:pos:R:3:forces:R:3:lowdin_charge:R:1 method="wB97M-V/def2-TZVPD" orbital_gap_ev=9.21 lumo_ev=-4.1 e_tot_ev=-14554.799 charge=+1
H 2.635 -0.307 1.676 -0.041 -0.237 -0.013 0.08
H 1.047 1.037 -1.722 -0.016 -0.186 -0.067 -0.11
C 2.270 0.323 0.867 0.054 0.247 0.858 -0.17
H -1.740 -0.257 -0.316 0.047 0.235 -0.400 0.03
H -3.339 -0.259 0.188 -0.086 0.020 -0.155 0.16
H -2.943 0.073 -1.416 -0.017 0.024 -0.035 0.15
N -2.714 -0.482 -0.591 0.137 -0.252 0.490 0.30
H 1.018 -1.017 -0.190 -0.286 -0.709 0.093 0.06
S 0.150 1.111 -0.733 -0.315 0.092 0.477 0.71
H -2.768 -1.481 -0.797 -0.123 0.025 -0.109 0.16
H 2.212 1.324 1.289 0.035 0.157 -0.080 0.07
H 0.243 -0.253 1.247 -0.382 -0.122 0.139 0.06
C 0.901 -0.128 0.401 1.018 0.693 -0.823 -0.59
H 3.029 0.314 0.097 -0.023 0.014 -0.376 0.08

=====

(12)
14
Properties=species:S:1:pos:R:3:forces:R:3:lowdin_charge:R:1 method="wB97M-V/def2-TZVPD" orbital_gap_ev=9.37 lumo_ev=-3.8 e_tot_ev=-14554.969 charge=+1
H 0.787 2.333 2.086 0.100 0.067 0.130 0.14
H -0.277 1.086 2.383 0.138 -0.157 0.003 0.14
H 1.364 -2.245 0.499 0.119 -0.192 -0.347 0.04
C -0.611 0.048 -1.725 0.615 0.038 -0.254 -0.37
C 0.502 -1.955 -0.100 0.362 1.236 0.331 -0.34
H -0.333 -1.911 0.585 -0.470 -0.415 -0.201 0.03
H 0.364 -2.555 -0.991 -0.078 -0.252 0.193 0.05
H 0.553 1.132 0.846 -0.489 -0.255 0.483 0.01
H -0.718 1.115 -1.894 0.008 0.112 0.017 0.04
N 0.108 1.702 1.670 0.170 0.183 -0.406 0.24
S 0.821 -0.230 -0.652 0.135 -0.249 -0.056 0.78
H -0.383 -0.419 -2.677 -0.164 -0.060 -0.137 0.04
H -1.519 -0.356 -1.319 -0.371 -0.177 0.280 0.04
H -0.658 2.253 1.289 -0.074 0.121 -0.036 0.14

=====

What did the third record say?
14
Properties=species:S:1:pos:R:3:forces:R:3:lowdin_charge:R:1 method="wB97M-V/def2-TZVPD" orbital_gap_ev="3.88 / 12.85" lumo_ev="0.8 / 0.5" s2=0.7505 e_tot_ev=-5770.375 spin_multiplicity=2
H 0.007 1.914 -1.996 0.137 0.803 0.602 0.07
H -2.053 -0.528 1.652 0.181 0.413 -0.115 0.04
H -1.735 -1.967 1.693 0.083 -0.976 0.046 0.04
H 0.659 -1.117 -1.125 0.635 -0.251 -0.183 0.03
H 1.066 1.277 0.605 0.051 -0.155 0.097 0.09
O -1.315 -1.134 1.495 -0.414 0.530 0.184 -0.13
C 0.975 0.805 -0.367 -0.320 0.122 -0.489 -0.31
H 0.048 -0.983 0.365 0.319 0.614 -0.026 0.05
H 1.684 -1.151 0.273 0.269 0.143 -0.333 0.04
N 0.878 -0.676 -0.201 -1.091 -0.451 0.512 0.00
H -0.896 1.845 -0.392 -0.735 0.006 -0.377 0.06
H 1.904 0.975 -0.909 -0.097 0.075 -0.062 0.08
C -0.289 1.328 -1.119 1.838 -0.764 -0.654 -0.12
H -0.700 0.498 -1.693 -0.858 -0.108 0.796 0.04